[1]
Below is a structure of composition C37H52Cl3CuN4O3SSbSi3, with properties calculated with wB97M-V/def2-TZVPD.

Results
LUMO	0.07181	hartree
HOMO-LUMO gap	5.4	eV
energy relative to the best compared isomer or geometry (same formula, charge and spin)	0.000	eV
charge	-1
HOMO	-3.43	eV
F_max	0.29	eV/A

Last column: Mulliken charge in e.
Atoms and positions in Å:
H -4.37 -3.32 -1.05  0.30
Sb -1.97 -0.05 -0.06  -0.58
H 3.44 -0.43 3.72  0.41
H 4.87 -1.96 -0.04  -0.09
H -4.19 2.48 -1.49  0.25
S 3.00 -2.81 3.95  -0.14
H -2.72 0.58 -3.46  0.35
O 5.20 -3.99 0.08  -0.27
C -1.25 4.53 3.03  -1.63
C 0.87 0.30 4.43  -1.41
H -2.20 -3.28 -3.32  0.49
H -4.57 2.63 2.66  0.44
H -2.86 2.17 2.67  -0.14
H -4.03 -3.05 1.34  0.24
H -4.95 3.40 -0.17  0.41
H -2.17 4.78 2.50  0.31
C 5.88 -3.67 1.28  -1.29
C -2.19 -1.21 3.40  -0.84
H 0.92 0.31 -2.76  0.54
C 1.43 -0.25 -1.99  -1.55
C 4.97 -3.08 2.32  -0.02
H -2.56 5.89 -0.39  0.37
H 2.72 -0.48 0.92  0.36
C -4.60 -2.44 -1.65  -1.10
C -0.40 5.44 -2.93  -0.43
H 1.63 -2.36 -2.68  0.72
H -5.63 -0.65 0.99  0.29
C -0.42 4.24 -0.75  0.35
H 0.11 -3.28 2.44  0.51
H -3.49 7.55 -2.00  0.36
H -0.42 2.52 4.46  0.19
Si -1.83 -1.90 1.70  0.33
H 6.32 -4.61 1.63  0.56
Cl 4.28 -5.39 -2.42  -0.21
H 5.25 -0.66 -1.78  0.37
C 0.46 1.10 3.19  0.12
H -0.57 5.38 2.87  0.43
H 0.09 0.33 5.20  0.45
H 2.61 -3.84 -0.82  0.44
H -2.73 -3.92 0.52  0.27
C 4.53 -2.89 -0.52  0.81
C -3.86 1.81 2.46  -0.67
H -0.99 -1.99 -3.19  0.22
H -4.97 -2.78 -2.62  0.39
H -5.98 0.22 -0.51  0.27
H -5.40 -1.89 -1.16  0.24
C -0.64 3.27 2.47  0.58
O 0.79 0.60 2.07  0.07
C -2.62 6.96 -2.26  -0.73
H -1.80 -1.89 4.17  0.38
O 0.58 3.56 -1.15  -0.97
C 5.38 -2.34 -4.69  0.43
Cu 0.81 1.91 0.13  -0.22
H 6.70 -2.96 1.07  0.29
C 4.05 -3.80 3.03  0.84
C 5.46 -1.27 -3.82  -1.11
H -3.71 -0.66 -4.24  0.41
C 2.37 -0.59 -0.09  -0.14
H -0.44 6.49 -4.81  0.37
Cl 5.71 -2.10 -6.38  -0.23
C -4.10 2.77 -0.43  -0.49
H -2.90 -4.05 2.27  0.41
H 0.61 -1.69 1.78  -0.39
C -5.68 0.34 0.54  -1.25
H -1.24 -3.09 -1.84  0.22
H 1.04 -0.74 4.14  -0.17
Cl 3.85 -5.50 3.00  -0.23
H -4.09 1.00 3.16  0.33
H 5.44 -0.93 2.11  0.43
C 3.79 -1.40 3.41  -0.03
H 5.71 -0.29 -4.18  0.42
H -1.44 4.43 4.10  0.38
H -6.46 0.91 1.05  0.42
C -2.99 -3.36 1.43  -1.19
N -0.53 3.11 1.19  0.80
C 4.77 -3.80 -2.90  0.63
H -4.42 0.41 -3.02  0.26
H 4.96 -4.43 -4.94  0.45
C -0.91 6.37 -3.84  -0.61
H 1.78 0.71 4.87  0.46
C 4.87 -2.76 -1.98  -0.64
N 1.82 0.35 -0.82  -0.42
C 5.21 -1.50 -2.47  0.20
C -3.52 -0.14 -3.30  -1.22
Si -3.07 -1.38 -1.95  0.53
N 2.37 -1.78 -0.75  1.50
C -2.02 7.13 -3.51  -0.33
C 4.82 -1.69 2.57  -0.60
H 0.15 -3.01 0.68  0.02
C 3.02 -2.98 -0.29  -0.94
H 2.81 -3.12 0.77  -0.05
C -0.23 2.28 3.42  -0.67
H -1.75 -0.22 3.55  0.03
C 1.76 -1.57 -1.97  -0.08
C -1.75 -2.55 -2.64  -1.08
H -3.18 3.35 -0.32  -0.25
H 0.46 4.84 -3.17  0.42
H -2.42 7.85 -4.21  0.36
C -0.99 5.27 -1.69  0.45
C -2.11 6.04 -1.36  -0.11
N -1.03 4.16 0.41  -0.34
Si -4.04 1.27 0.68  0.60
H -3.27 -1.12 3.56  0.36
C 5.04 -3.60 -4.25  -0.91
C -0.07 -2.54 1.64  -0.06

[2]
Below is the molecule CH7N5 at a distorted geometry, with properties calculated with wB97M-V/def2-TZVPD.

Results
LUMO	0.03020	hartree
HOMO-LUMO gap	9.6	eV
energy relative to the best compared isomer or geometry (same formula, charge and spin)	1.144	eV
HOMO	-8.74	eV
F_max	4.67	eV/A

Last column: natural (NBO) charge in e.
Atoms and positions in Å:
H 1.96 0.44 -0.33  0.36
N -1.68 -0.85 -0.33  -0.67
H -2.53 -1.25 0.18  0.35
C 0.14 0.69 0.01  0.54
N -1.12 0.27 0.53  -0.49
H 0.67 -2.03 -0.62  0.35
N 1.23 -0.19 -0.06  -0.46
N 1.33 -1.51 0.07  -0.62
H -2.13 -0.39 -1.09  0.34
N 0.33 1.96 -0.15  -0.75
H -1.77 1.14 0.59  0.38
H 1.37 2.06 -0.21  0.31
H 0.93 -1.87 0.98  0.35

[3]
Below is a cluster of 2 separate species, C8H10O in total at a distorted geometry, with properties calculated with wB97M-V/def2-TZVPD.

Results
LUMO	0.01417	hartree
HOMO-LUMO gap	9.3	eV
energy relative to the best compared isomer or geometry (same formula, charge and spin)	6.352	eV
HOMO	-8.91	eV
F_max	3.04	eV/A

Last column: Mulliken charge in e.
Atoms and positions in Å:
H -2.89 0.44 -1.97  0.25
C 1.77 1.00 0.01  0.92
O 4.00 -1.24 0.26  -0.56
C 1.22 2.29 0.39  -0.98
H -1.43 0.94 -0.74  0.03
C -2.41 -1.06 -0.66  -0.01
H -2.19 -1.66 1.40  0.27
H 0.45 2.30 1.27  0.27
C -2.29 0.19 -1.06  -0.46
H 0.80 2.59 -0.63  0.31
H 0.83 -0.81 1.04  0.37
H -1.29 -2.80 0.29  0.32
C 1.74 -0.28 0.65  -0.08
C -1.64 -1.74 0.43  -0.51
H -0.64 -1.12 0.62  -0.43
H 2.01 3.06 0.66  0.33
H -3.24 -1.67 -1.06  0.27
C 2.93 -0.70 0.10  0.49
C 2.28 0.26 -1.00  -0.79

- Which formula does entry 3 have?
  C8H10O

Copy entry 2 word for word.
Below is the molecule CH7N5 at a distorted geometry, with properties calculated with wB97M-V/def2-TZVPD.

Results
LUMO	0.03020	hartree
HOMO-LUMO gap	9.6	eV
energy relative to the best compared isomer or geometry (same formula, charge and spin)	1.144	eV
HOMO	-8.74	eV
F_max	4.67	eV/A

Last column: natural (NBO) charge in e.
Atoms and positions in Å:
H 1.96 0.44 -0.33  0.36
N -1.68 -0.85 -0.33  -0.67
H -2.53 -1.25 0.18  0.35
C 0.14 0.69 0.01  0.54
N -1.12 0.27 0.53  -0.49
H 0.67 -2.03 -0.62  0.35
N 1.23 -0.19 -0.06  -0.46
N 1.33 -1.51 0.07  -0.62
H -2.13 -0.39 -1.09  0.34
N 0.33 1.96 -0.15  -0.75
H -1.77 1.14 0.59  0.38
H 1.37 2.06 -0.21  0.31
H 0.93 -1.87 0.98  0.35

- The lowest F_max belongs to which entry?
  C37H52Cl3CuN4O3SSbSi3

- The lowest LUMO belongs to which entry?
  C8H10O